Computed, not measured: a cluster of 3 separate species, C41H75BClFN5O10 in total at a distorted geometry, with ωB97M-V with the def2-TZVPD basis set.

Last column: Löwdin charge in e.
Geometry (Å):
C  -0.50  4.82  6.83  0.18
C  -1.27  3.98  6.44  -0.15
N  -2.25  2.95  6.40  0.04
C  -1.56  1.87  5.75  -0.24
N  -1.49  0.71  6.33  0.00
C  -2.11  0.40  7.61  0.05
C  -3.34  -0.54  7.39  -0.39
O  -4.03  -0.90  8.28  0.20
F  -3.60  -1.00  6.13  0.11
O  -0.86  -0.34  5.72  0.17
B  0.51  -0.43  6.14  -0.69
O  1.13  -1.64  6.26  0.23
O  1.26  0.71  6.46  0.18
N  -1.00  2.15  4.52  0.15
C  -2.16  2.24  3.57  -0.09
C  -3.04  3.45  4.03  -0.22
C  -4.25  3.71  3.07  -0.09
C  -4.47  2.61  2.01  -0.21
O  -4.92  1.40  2.62  -0.16
C  -5.10  0.36  1.65  -0.15
C  -4.24  -0.92  1.93  -0.13
O  -3.48  -1.28  0.76  -0.06
C  -2.46  -0.39  0.54  -0.29
C  -1.39  -0.18  1.43  -0.02
C  -0.38  0.74  1.14  -0.06
C  -0.36  1.52  -0.05  -0.16
C  0.80  2.54  -0.31  -0.44
C  0.64  3.64  0.79  -0.04
C  0.53  3.25  -1.68  -0.04
C  2.12  1.72  -0.26  -0.11
C  3.45  2.50  -0.08  -0.54
C  4.60  1.46  -0.41  -0.07
C  3.75  2.95  1.40  -0.06
C  3.68  3.69  -1.06  -0.06
C  -1.44  1.30  -0.93  -0.02
C  -2.47  0.38  -0.64  0.00
C  -3.42  3.37  5.54  -0.23
C  -4.06  4.72  5.97  -0.14
C  -5.57  4.57  6.34  -0.25
C  -5.71  3.77  7.67  -0.54
Cl  -5.61  4.92  9.08  0.53
H  0.17  5.55  7.26  0.06
H  -2.50  1.28  8.15  0.15
H  -1.45  -0.15  8.31  0.16
H  1.67  -1.58  7.06  0.13
H  0.95  1.10  7.29  0.12
H  -0.31  1.46  4.25  0.13
H  -2.71  1.29  3.62  0.12
H  -1.85  2.50  2.54  0.12
H  -2.37  4.34  3.92  0.15
H  -4.09  4.67  2.54  0.13
H  -5.18  3.81  3.66  0.11
H  -3.59  2.47  1.35  0.12
H  -5.31  2.96  1.37  0.14
H  -4.89  0.74  0.64  0.12
H  -6.17  0.05  1.71  0.13
H  -3.58  -0.79  2.82  0.11
H  -4.89  -1.79  2.14  0.13
H  -1.33  -0.73  2.38  0.12
H  0.45  0.92  1.85  0.11
H  1.20  4.54  0.49  0.08
H  0.98  3.30  1.79  0.07
H  -0.41  3.96  0.92  0.08
H  -0.51  3.63  -1.62  0.09
H  0.54  2.50  -2.50  0.08
H  1.16  4.13  -1.86  0.08
H  2.11  0.92  0.52  0.12
H  2.19  1.17  -1.22  0.12
H  4.65  0.80  0.49  0.08
H  5.60  1.94  -0.48  0.08
H  4.36  0.79  -1.25  0.08
H  4.83  2.96  1.59  0.08
H  3.43  4.02  1.46  0.07
H  3.16  2.37  2.14  0.07
H  3.17  4.63  -0.78  0.07
H  4.77  3.82  -1.22  0.08
H  3.29  3.38  -2.06  0.09
H  -1.56  1.86  -1.86  0.10
H  -3.29  0.27  -1.35  0.13
H  -4.19  2.58  5.64  0.16
H  -3.94  5.46  5.15  0.12
H  -3.58  5.18  6.86  0.11
H  -5.99  5.57  6.52  0.10
H  -6.15  4.05  5.56  0.10
H  -6.70  3.29  7.75  0.08
H  -4.89  3.04  7.82  0.05
C  3.02  0.57  -7.83  -0.11
O  1.86  -0.23  -7.93  -0.19
C  2.04  -1.55  -7.43  -0.21
C  1.22  -1.76  -6.16  -0.20
N  1.77  -0.99  -5.05  -0.04
C  0.90  -0.96  -3.88  -0.19
C  -0.44  -0.24  -4.01  -0.21
O  -0.32  1.16  -4.21  -0.21
C  -0.16  1.56  -5.57  -0.08
H  2.83  1.51  -8.35  0.09
H  3.27  0.80  -6.79  0.08
H  3.88  0.09  -8.31  0.09
H  3.10  -1.79  -7.26  0.12
H  1.67  -2.23  -8.20  0.12
H  1.22  -2.82  -5.90  0.11
H  0.19  -1.46  -6.38  0.11
H  1.94  -0.04  -5.35  0.07
H  1.47  -0.45  -3.09  0.11
H  0.73  -1.98  -3.53  0.12
H  -0.97  -0.36  -3.06  0.10
H  -1.08  -0.69  -4.78  0.11
H  -0.66  0.88  -6.26  0.09
H  0.90  1.65  -5.82  0.07
H  -0.60  2.56  -5.68  0.09
C  3.72  -5.08  -6.66  -0.11
O  2.96  -5.13  -5.47  -0.20
C  1.74  -5.86  -5.61  -0.22
C  1.79  -7.14  -4.80  -0.21
N  2.73  -8.10  -5.38  -0.05
C  3.00  -9.25  -4.52  -0.20
C  3.72  -8.98  -3.19  -0.23
O  5.06  -8.54  -3.34  -0.18
C  5.21  -7.14  -3.51  -0.10
H  4.56  -4.39  -6.50  0.09
H  4.12  -6.06  -6.91  0.08
H  3.12  -4.69  -7.49  0.08
H  1.51  -6.06  -6.66  0.12
H  0.94  -5.23  -5.22  0.11
H  0.79  -7.59  -4.77  0.12
H  2.08  -6.87  -3.77  0.10
H  3.60  -7.63  -5.56  0.07
H  3.62  -9.93  -5.10  0.12
H  2.06  -9.77  -4.31  0.12
H  3.79  -9.94  -2.67  0.12
H  3.15  -8.32  -2.53  0.11
H  4.43  -6.57  -2.99  0.09
H  5.22  -6.87  -4.57  0.07
H  6.18  -6.85  -3.09  0.09

Values from the calculation:
spin multiplicity = 1
F_max = 0.0355 Eh/bohr
E_HOMO = -9.70 eV
net charge = +1
HOMO-LUMO gap = 6.0 eV

Computed, not measured: a structure of composition C41H76AlBCl18F3O5 at a distorted geometry, with ωB97M-V with the def2-TZVPD basis set.

Last column: Löwdin charge in e.
Geometry (Å):
C  -1.49  -5.49  2.99  -0.08
C  -1.09  -4.02  2.96  -0.29
O  -0.26  -3.73  4.07  -0.05
B  -0.19  -2.35  4.41  -0.54
O  -0.68  -2.07  5.68  0.07
Al  0.54  -0.90  2.99  0.42
C  -1.00  -0.40  1.78  -0.16
C  1.47  0.66  3.89  -0.23
C  0.60  1.68  4.62  -0.30
O  -0.65  2.00  3.98  -0.15
C  -0.46  3.05  3.07  -0.23
C  -1.68  3.30  2.21  -0.16
O  -2.90  3.47  2.93  -0.04
C  -3.67  2.35  3.09  -0.27
C  -4.21  2.07  4.34  0.01
C  -5.02  0.97  4.53  -0.03
C  -5.35  0.10  3.50  -0.17
C  -6.27  -1.11  3.73  -0.45
C  -6.09  -1.57  5.20  -0.07
C  -5.83  -2.32  2.89  -0.06
C  -7.77  -0.78  3.59  -0.12
C  -8.29  0.02  2.38  -0.54
C  -8.02  1.54  2.53  -0.03
C  -7.82  -0.49  1.01  -0.05
C  -9.82  -0.16  2.40  -0.08
C  -4.79  0.39  2.26  -0.05
C  -3.99  1.49  2.05  -0.01
C  1.95  -1.76  1.76  -0.16
O  2.06  -0.94  0.54  -0.02
C  2.98  -1.30  -0.32  -0.73
F  2.97  -2.62  -0.66  0.07
F  4.26  -1.03  0.08  0.12
F  2.80  -0.62  -1.49  0.10
H  -2.41  -5.66  3.55  0.06
H  -0.71  -6.07  3.49  0.07
H  -1.60  -5.89  1.98  0.07
H  -2.00  -3.42  2.99  0.11
H  -0.60  -3.80  2.01  0.11
H  -1.43  -2.66  5.85  0.08
H  -1.91  -0.23  2.35  -0.01
H  -1.21  -1.21  1.07  0.00
H  -0.73  0.49  1.20  -0.01
H  2.06  1.18  3.12  0.05
H  2.16  0.27  4.64  -0.03
H  0.37  1.34  5.63  0.10
H  1.16  2.62  4.72  0.10
H  -0.13  3.97  3.57  0.12
H  0.34  2.78  2.37  0.13
H  -1.75  2.52  1.45  0.10
H  -1.51  4.24  1.69  0.13
H  -4.00  2.73  5.17  0.09
H  -5.41  0.84  5.53  0.10
H  -5.06  -1.82  5.42  0.09
H  -6.70  -2.47  5.32  0.09
H  -6.50  -0.85  5.90  0.07
H  -5.50  -2.04  1.89  0.07
H  -5.01  -2.83  3.40  0.08
H  -6.67  -3.01  2.77  -0.03
H  -8.10  -0.25  4.48  0.12
H  -8.29  -1.75  3.57  0.11
H  -7.29  1.87  1.80  0.07
H  -8.93  2.11  2.31  0.07
H  -7.66  1.78  3.53  0.08
H  -7.62  -1.56  0.99  0.05
H  -6.98  0.08  0.63  0.07
H  -8.62  -0.32  0.29  0.07
H  -10.08  -1.20  2.22  0.07
H  -10.26  0.21  3.33  0.08
H  -10.25  0.40  1.57  0.08
H  -4.97  -0.25  1.41  0.10
H  -3.60  1.68  1.06  0.12
H  2.91  -1.75  2.28  0.07
H  1.66  -2.77  1.48  0.06
Cl  5.34  1.43  -4.49  0.55
C  4.28  0.00  -4.45  -0.63
C  4.96  -1.22  -5.01  -0.65
Cl  5.26  -1.06  -6.77  0.53
H  3.38  0.23  -5.02  0.07
H  3.99  -0.17  -3.42  0.06
H  4.33  -2.09  -4.87  0.01
H  5.92  -1.40  -4.53  0.07
Cl  1.80  -5.64  -5.51  0.54
C  3.55  -5.35  -5.52  -0.66
C  4.15  -5.36  -4.13  -0.65
Cl  3.61  -3.97  -3.15  0.63
H  3.72  -4.40  -6.02  0.06
H  4.00  -6.14  -6.12  0.07
H  5.23  -5.30  -4.20  0.07
H  3.88  -6.26  -3.60  0.07
Cl  10.42  4.45  -5.44  0.56
C  8.72  4.40  -4.88  -0.64
C  7.80  3.80  -5.92  -0.66
Cl  7.62  4.84  -7.36  0.55
H  8.43  5.41  -4.62  0.07
H  8.69  3.78  -3.99  0.08
H  6.81  3.67  -5.50  0.03
H  8.16  2.84  -6.26  0.07
Cl  -1.22  4.25  7.16  0.56
C  -2.00  5.70  6.48  -0.67
C  -3.18  6.13  7.30  -0.67
Cl  -4.50  4.94  7.23  0.54
H  -2.29  5.46  5.46  0.06
H  -1.25  6.49  6.45  0.07
H  -3.57  7.07  6.92  0.07
H  -2.91  6.26  8.35  0.06
Cl  14.90  -0.05  -5.35  0.53
C  14.04  1.28  -6.17  -0.67
C  12.74  1.62  -5.49  -0.69
Cl  11.53  0.33  -5.66  0.53
H  13.89  0.99  -7.20  0.07
H  14.71  2.14  -6.14  0.07
H  12.32  2.52  -5.95  0.02
H  12.88  1.81  -4.43  0.07
Cl  5.81  1.68  -11.79  0.55
C  6.02  2.97  -10.57  -0.66
C  5.08  2.82  -9.40  -0.65
Cl  3.38  3.10  -9.86  0.57
H  5.87  3.92  -11.08  0.07
H  7.04  2.91  -10.22  0.07
H  5.34  3.56  -8.64  0.03
H  5.14  1.83  -8.96  0.06
Cl  3.57  2.90  8.86  0.52
C  2.49  1.58  8.32  -0.66
C  3.25  0.45  7.68  -0.64
Cl  3.95  0.91  6.12  0.60
H  1.76  2.00  7.64  0.05
H  1.97  1.22  9.21  0.07
H  2.56  -0.38  7.49  0.08
H  4.05  0.09  8.33  0.06
Cl  2.14  -1.54  -11.95  0.53
C  2.45  -0.21  -10.80  -0.69
C  2.64  -0.70  -9.39  -0.69
Cl  1.13  -1.35  -8.69  0.54
H  1.63  0.50  -10.87  0.06
H  3.36  0.29  -11.13  0.01
H  2.95  0.13  -8.76  0.04
H  3.39  -1.48  -9.34  0.05
Cl  -7.90  -4.55  1.55  0.63
C  -9.48  -5.18  1.04  -0.65
C  -9.78  -4.87  -0.41  -0.66
Cl  -10.05  -3.13  -0.68  0.56
H  -10.24  -4.77  1.70  0.07
H  -9.45  -6.26  1.18  0.07
H  -10.69  -5.39  -0.70  0.07
H  -8.97  -5.19  -1.06  0.07

Values from the calculation:
spin multiplicity = 1
F_max = 0.0205 Eh/bohr
E_HOMO = -4.62 eV
net charge = -1
HOMO-LUMO gap = 6.1 eV